Entry 1:
DFT (the ωB97M-V functional and the def2-TZVPD basis) results for C31H28GeN4O2PtS3 as an isolated structure.

As for the multiplicity: 6. The charge is +3. The calculated total energy comes out at -4957.3714 a.u. Its expectation value of S² is 8.814. Its frontier orbital gap (spin up / spin down) is 7.0210 / 4.4073 eV. The lowest unoccupied orbital energy (spin up / spin down) is -8.1 / -11.0 eV.

Element x y z (Å)
1 Pt -0.04 0.15 -0.96
2 O -1.40 -4.31 -2.00
3 C -0.32 -4.70 -2.59
4 C -0.33 -6.02 -3.15
5 C 0.79 -6.50 -3.77
6 C 1.93 -5.70 -3.86
7 C 1.95 -4.39 -3.32
8 C 0.85 -3.87 -2.70
9 C 0.83 -2.50 -2.12
10 O -0.21 -2.09 -1.53
11 N 1.96 -1.78 -2.25
12 N 1.85 -0.57 -1.72
13 C 3.01 0.13 -1.74
14 S 3.02 1.71 -1.11
15 C 4.68 2.10 -1.76
16 C 5.49 0.82 -1.73
17 S 4.45 -0.53 -2.36
18 H -1.27 -3.40 -1.65
19 H -1.24 -6.60 -3.05
20 H 0.80 -7.50 -4.19
21 H 2.82 -6.08 -4.34
22 H 2.85 -3.79 -3.41
23 H 5.11 2.87 -1.12
24 H 4.56 2.49 -2.77
25 H 5.80 0.56 -0.72
26 H 6.37 0.89 -2.36
27 C 2.16 -0.43 1.99
28 Ge 0.32 -0.02 1.46
29 C -0.87 -1.37 2.21
30 C -0.75 -1.70 3.56
31 C -1.55 -2.67 4.13
32 C -2.50 -3.33 3.36
33 C -2.64 -3.01 2.02
34 C -1.83 -2.04 1.45
35 C -0.19 1.60 2.53
36 C 0.75 2.12 3.45
37 C 0.45 3.18 4.29
38 C -0.82 3.75 4.26
39 C -1.80 3.26 3.38
40 C -3.09 3.81 3.38
41 C -4.08 3.29 2.55
42 C -3.79 2.23 1.71
43 C -2.50 1.68 1.69
44 C -1.48 2.18 2.51
45 H 2.22 -0.68 3.05
46 H 2.86 0.38 1.77
47 H 2.48 -1.31 1.43
48 H -0.02 -1.19 4.18
49 H -1.44 -2.92 5.18
50 H -3.12 -4.09 3.81
51 H -3.39 -3.52 1.42
52 H -1.97 -1.78 0.40
53 H 1.73 1.67 3.51
54 H 1.19 3.56 4.97
55 H -1.06 4.57 4.93
56 H -3.32 4.63 4.05
57 H -5.08 3.71 2.57
58 H -4.56 1.81 1.08
59 H -2.31 0.82 1.06
60 S -1.33 0.58 -3.06
61 C -1.24 2.26 -2.83
62 N -1.86 3.10 -3.70
63 C -1.83 4.44 -3.57
64 C -1.16 4.99 -2.52
65 C -0.53 4.09 -1.64
66 N -0.57 2.78 -1.79
67 H -2.36 2.68 -4.48
68 H -2.35 5.01 -4.33
69 H -1.10 6.05 -2.38
70 H 0.02 4.45 -0.79

These are the Löwdin partial charges, in e, on atoms 1 to 6:
1 Pt 0.81
2 O 0.22
3 C -0.17
4 C 0.10
5 C 0.01
6 C 0.07

=====

Entry 2:
DFT (the ωB97M-V functional and the def2-TZVPD basis) results for one molecule with the formula C26H29N3O6.

The charge is 0. As for the energy relative to the best compared isomer or geometry (same formula, charge and spin): 4.128 eV. The calculated total energy comes out at -1623.8378 a.u. The structure (SMILES) is CCOc1ccc(OCC)c(NC(=O)c2ccc(CNc3c(N4CCOCC4)c(=O)c3=O)cc2)c1. Its frontier orbital gap is 7.8824 eV. The lowest unoccupied orbital energy is 0.3 eV.

Element x y z (Å)
1 C 3.51 2.23 1.35
2 C 2.90 2.78 2.64
3 O 1.56 3.21 2.48
4 C 0.56 2.28 2.40
5 C 0.71 0.91 2.52
6 C -0.39 0.07 2.45
7 C -1.67 0.57 2.25
8 O -2.82 -0.16 2.19
9 C -2.75 -1.57 2.33
10 C -2.63 -2.01 3.79
11 C -1.82 1.96 2.08
12 N -3.09 2.52 1.81
13 C -3.95 2.14 0.84
14 O -5.08 2.59 0.76
15 C -3.39 1.16 -0.14
16 C -2.16 1.40 -0.74
17 C -1.59 0.45 -1.57
18 C -2.23 -0.75 -1.80
19 C -1.58 -1.87 -2.59
20 N -0.18 -1.66 -2.88
21 C 0.68 -1.60 -1.83
22 C 2.00 -1.18 -1.64
23 N 3.00 -0.73 -2.42
24 C 3.08 -1.00 -3.84
25 C 4.05 -2.17 -4.08
26 O 5.32 -1.89 -3.53
27 C 5.24 -1.67 -2.14
28 C 4.31 -0.49 -1.83
29 C 1.90 -1.36 -0.18
30 O 2.59 -1.05 0.76
31 C 0.52 -1.94 -0.41
32 O -0.32 -2.51 0.25
33 C -3.49 -0.96 -1.26
34 C -4.07 0.00 -0.45
35 C -0.72 2.79 2.18
36 H 3.05 1.29 1.07
37 H 4.58 2.07 1.50
38 H 3.37 2.95 0.54
39 H 2.97 2.05 3.45
40 H 3.43 3.69 2.94
41 H 1.67 0.45 2.67
42 H -0.23 -0.99 2.55
43 H -1.95 -1.98 1.72
44 H -3.71 -1.92 1.93
45 H -1.70 -1.64 4.23
46 H -3.46 -1.61 4.37
47 H -2.64 -3.09 3.85
48 H -3.42 3.25 2.43
49 H -1.63 2.33 -0.56
50 H -0.62 0.67 -2.01
51 H -2.10 -2.01 -3.55
52 H -1.67 -2.79 -2.01
53 H 0.02 -1.07 -3.67
54 H 2.10 -1.26 -4.23
55 H 3.45 -0.10 -4.34
56 H 4.21 -2.32 -5.15
57 H 3.64 -3.08 -3.63
58 H 6.25 -1.46 -1.80
59 H 4.87 -2.57 -1.63
60 H 4.20 -0.36 -0.75
61 H 4.71 0.43 -2.27
62 H -4.01 -1.89 -1.45
63 H -5.05 -0.17 -0.01
64 H -0.84 3.86 2.07

These are the natural (NBO) partial charges, in e, on atoms 1 to 6:
1 C -0.65
2 C -0.06
3 O -0.50
4 C 0.29
5 C -0.30
6 C -0.23

=====

Entry 3:
DFT (the ωB97M-V functional and the def2-TZVPD basis) results for one molecule with the formula C3H10N2O.

The charge is 0. As for the energy relative to the best compared isomer or geometry (same formula, charge and spin): 1.500 eV. The calculated total energy comes out at -305.0195 a.u. The structure (SMILES) is NCNCCO. Its frontier orbital gap is 9.7327 eV. The lowest unoccupied orbital energy is 1.0 eV.

Element x y z (Å)
1 N 1.75 -1.67 0.00
2 C 0.50 -1.48 -0.72
3 N -0.44 -0.65 0.05
4 C -0.75 0.65 -0.58
5 C -1.12 1.67 0.49
6 O -0.22 1.69 1.59
7 H 1.62 -1.53 0.99
8 H 2.04 -2.64 -0.08
9 H 0.07 -2.47 -0.92
10 H 0.66 -0.96 -1.66
11 H 0.04 -0.42 0.92
12 H -1.61 0.51 -1.20
13 H 0.12 1.04 -1.12
14 H -2.11 1.47 0.90
15 H -1.14 2.65 0.02
16 H 0.59 2.13 1.31

These are the natural (NBO) partial charges, in e, on atoms 1 to 6:
1 N -0.84
2 C -0.04
3 N -0.63
4 C -0.24
5 C -0.07
6 O -0.72

=====

Entry 4:
DFT (the ωB97M-V functional and the def2-TZVPD basis) results for C22H19F5OReS4SbSeSi as an isolated structure.

As for the multiplicity: 2. The charge is -1. As for the energy relative to the best compared isomer or geometry (same formula, charge and spin): 0.069 eV. The calculated total energy comes out at -6026.7515 a.u. Its expectation value of S² is 0.758. Its frontier orbital gap (spin up / spin down) is 6.8165 / 6.4136 eV. The lowest unoccupied orbital energy (spin up / spin down) is 2.0 / 1.6 eV.

Element x y z (Å)
1 Re 0.36 0.35 0.03
2 S -3.42 3.41 1.57
3 Sb -2.89 1.58 0.40
4 S -0.84 1.96 -0.98
5 S -1.17 0.15 1.61
6 S -4.40 0.28 -0.62
7 F 5.79 -1.66 3.80
8 C 5.00 -0.87 3.07
9 C 5.30 -0.63 1.74
10 F 6.41 -1.17 1.21
11 C 4.46 0.17 0.98
12 F 4.80 0.37 -0.29
13 C 3.31 0.73 1.51
14 Se 2.18 1.86 0.42
15 C 3.04 0.48 2.85
16 F 1.95 1.00 3.42
17 C 3.86 -0.32 3.62
18 F 3.56 -0.57 4.90
19 C 2.23 -4.21 -3.37
20 C 1.11 -3.38 -2.73
21 C 0.24 -4.28 -1.85
22 C 0.25 -2.75 -3.83
23 Si 1.85 -2.00 -1.67
24 O 0.56 -1.16 -1.04
25 C 2.79 -2.73 -0.21
26 C 2.20 -2.67 1.05
27 C 2.81 -3.24 2.16
28 C 4.03 -3.88 2.03
29 C 4.64 -3.95 0.78
30 C 4.02 -3.38 -0.32
31 C 2.85 -0.82 -2.72
32 C 2.19 0.29 -3.27
33 C 2.86 1.20 -4.07
34 C 4.21 1.01 -4.35
35 C 4.88 -0.08 -3.82
36 C 4.21 -0.98 -3.01
37 H 1.79 -4.98 -4.01
38 H 2.84 -4.72 -2.62
39 H 2.89 -3.60 -3.99
40 H -0.21 -5.07 -2.45
41 H -0.56 -3.71 -1.37
42 H 0.83 -4.76 -1.06
43 H -0.21 -3.54 -4.44
44 H 0.84 -2.12 -4.49
45 H -0.56 -2.15 -3.41
46 H 1.23 -2.20 1.18
47 H 2.32 -3.18 3.13
48 H 4.52 -4.32 2.90
49 H 5.59 -4.44 0.67
50 H 4.51 -3.47 -1.28
51 H 1.14 0.46 -3.06
52 H 2.33 2.05 -4.48
53 H 4.74 1.73 -4.97
54 H 5.94 -0.22 -4.02
55 H 4.76 -1.81 -2.58

These are the natural (NBO) partial charges, in e, on atoms 1 to 6:
1 Re 0.76
2 S -0.79
3 Sb 1.31
4 S -0.40
5 S -0.39
6 S -0.79

=====

Entry 5:
DFT (the ωB97M-V functional and the def2-TZVPD basis) results for a 2-piece molecular cluster, C2H4N2O4S3 overall.

The charge is 0. As for the energy relative to the best compared isomer or geometry (same formula, charge and spin): 0.616 eV. The calculated total energy comes out at -1683.3783 a.u. Its frontier orbital gap is 8.8929 eV. The lowest unoccupied orbital energy is -0.6 eV.

Element x y z (Å)
1 C -1.30 -0.38 -0.08
2 C 1.23 0.55 0.00
3 N -1.87 0.86 0.60
4 N 2.04 -1.14 0.68
5 O -2.72 1.44 -0.03
6 O -1.36 1.16 1.63
7 O 3.13 -1.36 0.26
8 O 1.36 -1.71 1.50
9 S -2.46 -1.47 -0.86
10 S 2.60 1.47 -0.63
11 S 0.02 0.29 -1.26
12 H -0.68 -1.04 0.57
13 H 0.72 0.94 0.89
14 H -3.03 -0.60 -1.49
15 H 2.33 1.00 -1.77

These are the natural (NBO) partial charges, in e, on atoms 1 to 6:
1 C -0.43
2 C -0.50
3 N 0.52
4 N 0.52
5 O -0.36
6 O -0.35

=====

Entry 6:
DFT (the ωB97M-V functional and the def2-TZVPD basis) results for a 8-piece molecular cluster, C28H75BN2O9 overall.

The charge is 0. The calculated total energy comes out at -1923.3314 a.u. The structure (SMILES) is CCCOC[C@H](N)B(O)N(C)C.CC(C)O.CC(C)O.CC(C)O.CC(C)O.CC(C)O.CC(C)O.CC(C)O. Its frontier orbital gap is 8.8448 eV. The lowest unoccupied orbital energy is 0.6 eV.

Element x y z (Å)
1 C 2.51 0.10 -1.03
2 C 2.67 0.28 -2.57
3 C 2.15 1.64 -3.12
4 O 1.89 2.62 -2.14
5 C 0.52 2.66 -1.81
6 C 0.25 3.43 -0.49
7 N 1.45 3.34 0.38
8 B -1.05 2.94 0.32
9 O -0.88 2.64 1.70
10 N -2.41 2.82 -0.21
11 C -2.61 3.49 -1.50
12 C -2.85 1.42 -0.25
13 H 2.15 -0.93 -0.86
14 H 1.77 0.77 -0.57
15 H 3.49 0.16 -0.53
16 H 2.09 -0.51 -3.07
17 H 3.74 0.20 -2.81
18 H 2.94 2.05 -3.77
19 H 1.25 1.54 -3.75
20 H 0.05 1.66 -1.84
21 H 0.02 3.23 -2.62
22 H 0.13 4.51 -0.75
23 H 1.28 3.86 1.23
24 H 2.21 3.85 -0.07
25 H -0.45 1.79 1.80
26 H -2.20 4.51 -1.51
27 H -2.16 2.88 -2.31
28 H -3.69 3.51 -1.73
29 H -2.77 0.98 0.75
30 H -3.92 1.37 -0.51
31 H -2.23 0.86 -0.97
32 C 1.29 -4.64 -1.93
33 C 0.73 -3.69 -0.89
34 C -0.59 -4.19 -0.32
35 O 0.54 -2.40 -1.47
36 H 0.59 -4.75 -2.77
37 H 2.23 -4.27 -2.34
38 H 1.46 -5.63 -1.51
39 H 1.46 -3.56 -0.08
40 H -1.34 -4.28 -1.10
41 H -0.98 -3.49 0.42
42 H -0.46 -5.17 0.15
43 H -0.10 -2.49 -2.19
44 C -3.94 -6.56 3.68
45 C -3.07 -6.32 2.45
46 C -1.60 -6.24 2.82
47 O -3.48 -5.12 1.80
48 H -3.83 -5.73 4.39
49 H -4.99 -6.61 3.41
50 H -3.66 -7.48 4.19
51 H -3.22 -7.14 1.74
52 H -1.42 -5.40 3.50
53 H -0.99 -6.06 1.94
54 H -1.26 -7.15 3.31
55 H -3.35 -4.40 2.41
56 C 0.78 5.01 -6.89
57 C -0.23 4.66 -5.81
58 C -0.43 5.83 -4.85
59 O 0.22 3.52 -5.08
60 H 1.75 5.24 -6.46
61 H 0.92 4.16 -7.56
62 H 0.45 5.87 -7.48
63 H -1.18 4.39 -6.26
64 H 0.50 6.09 -4.35
65 H -1.15 5.56 -4.07
66 H -0.80 6.71 -5.38
67 H 1.07 3.75 -4.67
68 C -1.48 -4.09 7.63
69 C -1.08 -5.42 7.01
70 C -0.23 -6.24 7.97
71 O -0.36 -5.20 5.80
72 H -0.60 -3.49 7.86
73 H -2.09 -3.51 6.93
74 H -2.06 -4.24 8.54
75 H -1.98 -5.99 6.74
76 H 0.69 -5.71 8.22
77 H 0.06 -7.19 7.51
78 H -0.77 -6.45 8.90
79 H 0.43 -4.70 6.02
80 C 6.01 8.13 -7.65
81 C 4.75 7.44 -7.16
82 C 5.08 6.18 -6.36
83 O 3.92 7.10 -8.27
84 H 6.58 7.47 -8.31
85 H 5.76 9.02 -8.22
86 H 6.65 8.42 -6.81
87 H 4.17 8.12 -6.54
88 H 5.62 5.46 -6.98
89 H 4.17 5.69 -6.02
90 H 5.69 6.42 -5.49
91 H 4.42 6.49 -8.83
92 C 4.53 6.87 1.14
93 C 3.93 6.73 -0.25
94 C 3.45 8.07 -0.79
95 O 2.83 5.81 -0.21
96 H 3.79 7.25 1.84
97 H 4.86 5.90 1.51
98 H 5.39 7.55 1.13
99 H 4.67 6.30 -0.93
100 H 2.68 8.49 -0.14
101 H 3.02 7.95 -1.78
102 H 4.28 8.78 -0.85
103 H 2.17 6.17 0.39
104 C -5.47 -9.88 5.76
105 C -6.02 -8.91 6.80
106 C -7.33 -9.41 7.38
107 O -6.22 -7.63 6.20
108 H -6.17 -9.99 4.93
109 H -4.54 -9.50 5.34
110 H -5.29 -10.86 6.20
111 H -5.29 -8.77 7.60
112 H -8.09 -9.51 6.60
113 H -7.72 -8.71 8.12
114 H -7.21 -10.38 7.86
115 H -6.87 -7.73 5.49

These are the Löwdin partial charges, in e, on atoms 1 to 6:
1 C -0.09
2 C -0.18
3 C -0.22
4 O -0.16
5 C -0.20
6 C -0.24